{
  "formula": "C23H17BiClN5O5",
  "method": "wB97M-V/def2-TZVPD",
  "orbital_gap_ha": 0.2157,
  "homo_ev": -7.45,
  "total_energy_ha": -2211.4760,
  "symbols": ["Bi", "Cl", "C", "C", "C", "C", "O", "C", "C", "N", "C", "C", "C", "C", "C", "C", "C", "C", "N", "C", "C", "H", "H", "H", "H", "H", "H", "H", "H", "H", "H", "O", "C", "O", "C", "C", "C", "N", "C", "C", "C", "O", "O", "H", "H", "H", "N", "N", "H", "H", "H", "H"],
  "xyz": [[0.65584, 0.23563, -0.32390], [-5.13104, 4.84752, -1.62264], [-3.86429, 3.66144, -1.62241], [-3.26356, 3.28623, -2.82615], [-2.25986, 2.34839, -2.83327], [-1.79927, 1.74565, -1.64499], [-0.81571, 0.87784, -1.75170], [-2.42581, 2.12104, -0.43522], [-2.15507, 1.52519, 0.84880], [-1.21924, 0.69207, 1.13466], [-1.22916, 0.07479, 2.41579], [-2.39177, -0.22988, 3.07467], [-2.36513, -0.82978, 4.35191], [-1.18019, -1.14208, 4.94610], [0.03806, -0.89280, 4.26873], [1.29726, -1.24581, 4.80223], [2.42970, -1.02741, 4.07494], [2.30179, -0.45873, 2.79330], [1.15365, -0.09647, 2.27636], [0.01605, -0.29699, 2.99406], [-3.45881, 3.07864, -0.45234], [-3.59812, 3.73424, -3.75232], [-1.79703, 2.03879, -3.76116], [-2.84058, 1.81287, 1.64738], [-3.34034, -0.04100, 2.59058], [-3.29867, -1.05438, 4.84929], [-1.15517, -1.60653, 5.92347], [1.34853, -1.70201, 5.78322], [3.40496, -1.30049, 4.45072], [3.18135, -0.31578, 2.17326], [-3.94232, 3.35107, 0.47764], [3.96244, -4.14974, -5.12179], [3.17581, -4.53753, -4.24091], [2.82477, -5.66907, -3.87680], [2.55238, -3.38590, -3.40635], [2.88814, -2.06216, -3.67280], [2.34549, -1.05558, -2.90489], [1.49574, -1.31787, -1.90478], [1.15464, -2.58854, -1.64201], [1.65942, -3.64474, -2.36820], [0.20928, -2.77937, -0.48129], [-0.16761, -3.86457, -0.13161], [-0.15670, -1.65799, 0.14001], [3.58000, -1.86689, -4.48130], [2.57970, -0.00925, -3.07144], [1.38207, -4.66535, -2.14344], [1.50974, 2.95182, -1.55853], [1.17782, 3.23517, -0.19265], [2.03431, 3.70516, -1.98933], [0.64603, 2.82911, -2.07303], [0.82026, 4.17847, -0.07906], [2.03021, 3.16351, 0.34919]],
  "forces_ev_per_a": [[0.25, -0.01, 0.05], [0.01, 0.00, 0.00], [0.01, -0.01, -0.01], [-0.01, 0.01, 0.00], [0.04, -0.04, 0.03], [-0.01, 0.15, -0.08], [-0.02, -0.18, 0.07], [-0.03, 0.00, 0.07], [0.13, -0.06, -0.03], [-0.01, -0.03, 0.17], [-0.09, 0.05, -0.08], [0.11, 0.00, -0.02], [-0.03, 0.03, -0.05], [0.04, 0.00, 0.02], [-0.06, -0.04, 0.04], [0.03, -0.01, 0.03], [-0.02, 0.01, -0.04], [-0.01, -0.01, 0.01], [-0.01, 0.03, 0.10], [-0.01, 0.01, -0.08], [0.00, 0.01, -0.03], [0.00, 0.00, 0.00], [0.00, 0.00, 0.00], [-0.04, 0.03, -0.02], [-0.04, -0.03, 0.05], [-0.01, 0.00, -0.01], [0.01, 0.00, 0.00], [-0.02, 0.00, 0.00], [0.01, 0.01, -0.02], [0.01, 0.02, 0.01], [0.00, 0.00, 0.00], [-0.13, 0.05, 0.03], [0.29, -0.15, 0.02], [-0.09, 0.06, -0.03], [-0.11, 0.11, 0.02], [0.03, -0.05, -0.02], [-0.02, 0.03, 0.02], [-0.08, 0.06, -0.09], [-0.02, -0.01, 0.03], [0.00, -0.04, -0.01], [0.02, 0.00, 0.04], [0.00, 0.01, -0.04], [-0.04, 0.01, -0.08], [-0.01, 0.00, 0.00], [0.01, -0.01, 0.00], [0.01, 0.00, -0.01], [0.09, -0.04, 0.03], [-0.09, 0.00, -0.13], [0.00, 0.01, -0.01], [-0.03, 0.01, -0.01], [-0.04, 0.00, 0.03], [0.00, 0.00, 0.02]]
}